No. 1
Below is a cluster of 2 separate species, C7H7NOS2 in total at a distorted geometry, with properties calculated with ωB97M-V/def2-TZVPD.

Geometry (Å):
C 3.377345 -1.523202 0.170964
C 3.067287 -2.159247 -0.998149
C 2.251061 -0.779646 0.538738
C 1.788246 -1.749601 -1.360306
C 0.775332 -2.223709 -2.123485
C -1.891767 0.422636 0.213150
C -3.336270 0.821770 0.169773
N 1.346717 -0.821445 -0.445230
O -1.161116 0.103502 -0.736462
S -0.451893 -2.680751 -2.887175
S -1.115346 0.566636 1.726859
H 4.239207 -1.525083 0.804458
H 3.726252 -2.737659 -1.620327
H 2.186790 -0.146794 1.503183
H -3.546322 1.658182 0.911986
H -3.982651 -0.110961 0.339544
H -3.629136 1.101430 -0.862258
H 0.444300 -0.447562 -0.488290

Forces on the atoms, in the same order (eV/Å):
-0.37 -0.08 0.38
1.52 -0.50 -0.51
-0.55 2.17 1.20
-1.55 0.17 -0.73
0.13 -0.39 -0.70
1.82 0.71 1.99
-1.50 -0.51 -0.69
3.12 -1.00 2.11
-0.94 -0.65 -2.12
0.43 0.21 0.26
-0.19 -0.07 0.76
0.47 -0.35 -0.21
-0.07 -0.37 0.09
-0.50 -1.06 -2.06
0.17 -1.40 -1.00
0.86 1.33 0.31
0.26 0.23 0.45
-3.11 1.57 0.46

E   -32577.3575 eV
Energy relative to the best compared isomer or geometry (same formula, charge and spin)   52.60 kcal per mole
Kohn-Sham gap   4.42 eV
Lowest unoccupied orbital energy   -2.078 eV
E_HOMO   -6.50 eV

No. 2
Below is a cluster of 2 separate species, C3H13N3O in total at a distorted geometry, with properties calculated with ωB97M-V/def2-TZVPD.

Geometry (Å):
C -0.608573 -0.767023 -0.226489
N -0.415571 0.731849 -0.258950
C 1.047239 0.849264 -0.296067
N 1.715692 0.300617 0.835590
C -1.302240 -1.022992 1.112935
N -0.359539 -0.583670 2.206345
H 0.262470 -1.365686 -0.303780
H -1.165800 -1.077076 -1.071276
H -0.758132 0.985982 0.621927
H 1.622708 1.746231 -0.430450
H 1.414703 0.293458 -1.154190
H 2.230715 -0.632169 0.610526
H 1.852544 0.840017 1.720742
H -2.243235 -0.429881 1.327272
H -1.636131 -2.001330 1.289674
H 0.625064 -0.318061 2.033668
H -0.491378 0.302518 2.610946
H -0.818144 1.015235 -2.498853
H 0.611536 0.575346 -2.975473
O -0.363695 0.321044 -3.100489

Forces on the atoms, in the same order (eV/Å):
-2.37 1.29 0.92
1.84 -1.54 -2.24
0.98 0.17 0.07
2.79 -2.51 0.45
0.84 2.52 1.35
0.34 -1.17 1.02
1.22 -0.17 0.31
-0.99 -0.13 -0.82
-0.22 1.09 1.34
-1.31 1.77 -0.38
-0.32 -0.34 -0.11
-1.06 2.77 1.53
0.49 -0.83 -1.77
0.89 -0.30 -0.96
0.10 -1.67 0.09
-1.08 -2.12 -1.35
-2.12 1.24 0.84
1.04 -1.78 -1.15
-2.22 -0.59 -0.45
1.17 2.29 1.31

E   -9836.7467 eV
Energy relative to the best compared isomer or geometry (same formula, charge and spin)   82.00 kcal per mole
Kohn-Sham gap   9.35 eV
SMILES string   NCCNCN.O
Lowest unoccupied orbital energy   0.743 eV
E_HOMO   -8.60 eV